1.
{"formula": "C29H60BrF9I2N6O8S", "method": "wB97M-V/def2-TZVPD", "symbols": ["I", "I", "Br", "S", "F", "F", "F", "F", "F", "F", "F", "F", "F", "O", "O", "O", "O", "O", "O", "O", "O", "N", "N", "N", "N", "N", "N", "C", "C", "C", "C", "C", "C", "C", "C", "C", "C", "C", "C", "C", "C", "C", "C", "C", "C", "C", "C", "C", "C", "C", "C", "C", "C", "C", "C", "C", "H", "H", "H", "H", "H", "H", "H", "H", "H", "H", "H", "H", "H", "H", "H", "H", "H", "H", "H", "H", "H", "H", "H", "H", "H", "H", "H", "H", "H", "H", "H", "H", "H", "H", "H", "H", "H", "H", "H", "H", "H", "H", "H", "H", "H", "H", "H", "H", "H", "H", "H", "H", "H", "H", "H", "H", "H", "H", "H", "H"], "positions_angstrom": [[0.235, 8.858, -0.234], [-3.105, 8.796, 0.751], [1.250, 7.563, 3.870], [2.871, 2.171, -2.189], [2.730, 1.496, -0.682], [1.234, 2.244, -2.453], [4.331, 4.383, -1.517], [2.852, 0.633, -2.830], [3.219, 3.815, 0.931], [4.551, 2.006, -2.028], [2.314, 4.740, -2.534], [1.022, 3.674, 0.029], [3.140, 2.739, -3.761], [-0.365, 4.760, 4.555], [-1.650, -1.645, 0.120], [4.259, -2.872, -2.893], [-4.341, -4.667, -0.444], [-8.831, -4.076, -0.425], [7.016, -4.577, -6.047], [0.367, 5.206, 2.397], [-2.082, 0.053, 4.292], [1.293, 3.453, 6.692], [5.574, -1.978, -5.610], [-0.879, -2.500, 2.895], [-6.453, -2.566, -1.470], [0.842, 1.930, 4.820], [3.080, 2.274, 5.633], [5.068, -1.720, -3.106], [-1.606, -2.995, 0.585], [-2.397, -1.304, 4.586], [-8.939, -3.305, 0.764], [2.342, 4.223, -0.133], [-5.517, -5.218, 0.132], [-7.430, -3.311, -2.265], [-2.268, 0.421, 2.933], [1.979, 4.158, 4.286], [6.032, -5.104, -6.928], [-1.948, -3.069, 2.073], [-8.813, -3.285, -1.614], [-0.271, 7.490, 1.420], [2.110, 5.833, -0.078], [-2.258, 6.663, 3.010], [-1.255, -2.290, 4.295], [7.497, -3.292, -6.439], [-5.065, -2.777, -1.888], [-1.655, 7.518, 1.811], [4.861, -4.099, -3.275], [1.764, 2.967, 5.369], [0.592, 4.754, 3.732], [2.217, 6.461, 1.381], [7.012, -2.211, -5.472], [2.983, 3.922, -1.566], [-4.497, -4.202, -1.781], [-0.368, -1.113, -0.193], [0.794, 6.568, 2.163], [5.001, -1.161, -4.538], [6.372, -5.065, -7.966], [6.095, -1.894, -2.766], [-3.094, -0.118, 2.463], [0.210, -0.927, 0.715], [8.589, -3.339, -6.380], [-7.492, -2.869, -3.264], [0.564, 2.854, 7.097], [4.611, -4.335, -4.310], [-2.376, -3.538, 0.030], [5.087, -4.565, -6.825], [2.543, 7.562, 1.241], [-6.536, -2.846, -0.499], [-6.078, -4.443, 0.656], [2.877, 6.390, -0.736], [3.945, -1.015, -4.790], [-5.052, -4.927, -2.385], [-7.137, -4.361, -2.372], [-2.891, -2.531, 2.220], [-3.487, -4.176, -2.202], [-3.407, 6.763, 3.005], [2.459, 5.021, 4.889], [5.862, -6.146, -6.656], [5.945, -4.094, -3.133], [2.723, 3.882, 3.466], [4.438, -4.891, -2.654], [3.417, 1.937, 4.721], [-4.948, -2.422, -2.917], [-0.605, -1.605, 2.505], [-2.102, -4.115, 2.358], [-0.515, -0.160, -0.704], [-0.099, 2.224, 5.130], [-1.344, 0.272, 2.374], [-8.009, -2.769, 0.968], [5.467, -0.170, -4.559], [-3.342, -1.597, 4.118], [-2.054, 5.537, 2.908], [-1.494, -3.259, 4.745], [1.051, 5.991, -0.507], [1.008, 1.005, 5.240], [-9.154, -2.260, -1.435], [-2.578, -1.335, 5.666], [-9.525, -3.749, -2.304], [-5.214, -5.955, 0.878], [7.237, -3.049, -7.475], [4.663, -0.951, -2.442], [-1.927, 7.049, 4.046], [5.095, -2.871, -5.617], [-0.357, -1.921, 4.804], [7.266, -2.539, -4.459], [-9.770, -2.598, 0.700], [-4.449, -2.125, -1.259], [1.021, 4.442, 6.683], [2.994, 6.001, 2.073], [7.548, -1.277, -5.675], [-0.646, -3.478, 0.369], [3.745, 2.924, 6.069], [-2.493, 1.489, 2.901], [-6.149, -5.718, -0.607], [0.185, -1.783, -0.857], [-9.127, -3.989, 1.592]], "lowdin_charge": [0.802, 0.722, 0.800, 0.990, -0.154, -0.151, 0.074, -0.166, 0.043, -0.192, 0.050, 0.045, -0.182, 0.038, -0.200, -0.176, -0.205, -0.197, -0.197, -0.070, -0.195, 0.065, -0.053, -0.052, -0.053, 0.067, 0.048, -0.219, -0.199, -0.222, -0.111, -0.287, -0.089, -0.210, -0.095, -0.029, -0.112, -0.202, -0.210, -0.657, -0.096, -0.156, -0.197, -0.211, -0.189, -0.697, -0.098, -0.616, -0.400, -0.201, -0.210, -0.321, -0.216, -0.106, -0.704, -0.196, 0.086, 0.111, 0.089, 0.075, 0.119, 0.122, 0.081, 0.068, 0.094, 0.074, 0.087, 0.064, 0.069, 0.140, 0.115, 0.109, 0.100, 0.100, 0.120, 0.062, 0.113, 0.089, 0.089, 0.111, 0.088, 0.069, 0.119, 0.065, 0.124, 0.086, 0.069, 0.069, 0.074, 0.118, 0.108, 0.085, 0.115, 0.105, 0.076, 0.121, 0.118, 0.119, 0.089, 0.120, 0.099, 0.092, 0.064, 0.114, 0.100, 0.087, 0.116, 0.069, 0.114, 0.122, 0.125, 0.072, 0.086, 0.090, 0.089, 0.089], "charge": 0, "e_lumo_ev": -1.28}



2.
{"formula": "C29H60ClFN9O9", "method": "wB97M-V/def2-TZVPD", "symbols": ["Cl", "F", "O", "O", "O", "O", "O", "O", "O", "O", "O", "N", "N", "N", "N", "N", "N", "N", "N", "N", "C", "C", "C", "C", "C", "C", "C", "C", "C", "C", "C", "C", "C", "C", "C", "C", "C", "C", "C", "C", "C", "C", "C", "C", "C", "C", "C", "C", "C", "H", "H", "H", "H", "H", "H", "H", "H", "H", "H", "H", "H", "H", "H", "H", "H", "H", "H", "H", "H", "H", "H", "H", "H", "H", "H", "H", "H", "H", "H", "H", "H", "H", "H", "H", "H", "H", "H", "H", "H", "H", "H", "H", "H", "H", "H", "H", "H", "H", "H", "H", "H", "H", "H", "H", "H", "H", "H", "H", "H"], "positions_angstrom": [[-3.444, -0.551, 2.741], [-0.054, 4.472, -2.505], [8.051, -1.884, 6.077], [-0.335, 3.936, 1.348], [-5.401, 1.237, -2.485], [-1.150, 2.597, -3.122], [2.128, 5.208, -0.670], [0.945, -3.438, 0.412], [3.973, 1.416, 2.471], [-8.154, 1.728, -6.232], [-1.783, -2.536, -2.597], [5.728, 0.383, 3.474], [0.410, -0.658, 0.391], [0.443, -5.317, -0.742], [-6.477, 3.205, -5.820], [-6.714, -0.183, -1.286], [8.404, -4.124, 6.106], [0.163, 1.032, -1.427], [-2.258, 3.288, -1.068], [0.923, 3.265, -0.418], [-7.484, -0.576, -2.460], [4.985, 1.446, 3.170], [-1.229, -1.561, -2.168], [-7.025, -0.770, 0.006], [-5.306, 3.523, -5.033], [-6.940, 4.121, -6.847], [0.777, 2.421, -1.566], [-1.392, 0.940, -1.365], [1.290, -4.435, -0.225], [0.068, 3.137, -2.787], [-5.734, 0.713, -1.430], [-7.160, 2.059, -5.615], [-2.002, 1.275, 1.267], [7.598, -4.288, 7.305], [3.469, 3.293, -0.230], [-1.783, -0.170, -2.394], [-2.167, 0.582, -0.089], [5.342, -0.918, 2.954], [0.900, -6.478, -1.485], [-0.991, -5.112, -0.562], [8.551, -2.889, 5.598], [0.464, 3.134, 0.967], [2.189, 4.048, -0.464], [1.086, 0.125, -0.557], [-3.287, 1.098, 2.083], [1.098, 2.157, 1.923], [6.913, 0.476, 4.318], [9.027, -5.286, 5.506], [-1.971, 2.240, -1.989], [-1.220, 0.767, 1.833], [-4.168, 1.309, 1.473], [1.409, 2.758, 2.784], [0.711, 3.059, -3.671], [0.781, -1.622, 0.408], [-8.231, -1.306, -2.162], [1.987, -6.481, -1.528], [9.711, -5.765, 6.209], [-6.900, -1.853, -0.031], [0.477, -0.271, 1.324], [6.805, -0.147, 5.202], [9.185, -2.862, 4.696], [2.347, -4.675, -0.408], [-1.839, 2.347, 1.200], [-5.230, 0.951, -0.479], [0.508, -6.456, -2.502], [-2.050, -0.487, 0.112], [-5.450, 4.453, -4.476], [-3.310, 1.792, 2.923], [3.527, 2.920, 0.796], [-1.523, -5.917, -1.061], [-7.980, 0.289, -2.900], [3.569, 2.447, -0.917], [7.794, 0.145, 3.768], [8.274, -6.016, 5.202], [-6.942, 3.636, -7.823], [-1.453, 3.736, -0.641], [0.567, -7.397, -1.002], [-8.053, -0.546, 0.293], [-6.353, -0.368, 0.762], [0.342, 1.467, 2.296], [-5.129, 2.721, -4.320], [5.352, 2.382, 3.615], [9.593, -4.982, 4.627], [-6.279, 4.985, -6.874], [0.340, 0.685, -2.372], [4.298, 3.976, -0.423], [-4.422, 3.633, -5.667], [6.577, -3.948, 7.130], [-0.295, -1.695, -1.594], [6.055, -1.658, 3.309], [8.010, -3.701, 8.126], [-3.211, 0.698, -0.388], [-6.721, 1.442, -4.812], [-1.243, -5.110, 0.498], [-2.925, 1.932, -2.427], [-1.520, 0.153, -3.409], [4.342, -1.187, 3.295], [1.579, -0.532, -1.282], [1.775, 2.184, -1.963], [7.586, -5.339, 7.582], [-6.831, -1.013, -3.215], [-2.870, -0.274, -2.347], [-7.958, 4.451, -6.638], [-2.835, 4.000, -1.500], [5.338, -0.908, 1.863], [1.978, 1.652, 1.571], [1.866, 0.781, -0.165], [-1.298, -4.160, -0.994], [7.055, 1.512, 4.620]], "lowdin_charge": [0.577, 0.070, -0.005, 0.145, -0.011, 0.011, 0.195, -0.035, -0.040, 0.012, 0.079, -0.180, 0.076, -0.176, -0.195, -0.177, -0.197, 0.096, 0.152, 0.046, -0.021, -0.321, -0.228, -0.037, -0.064, -0.041, -0.149, -0.253, -0.320, -0.297, -0.342, -0.351, -0.252, -0.036, 0.029, -0.056, -0.135, -0.031, -0.040, -0.014, -0.346, -0.411, -0.417, -0.161, -0.562, 0.012, -0.038, -0.056, -0.312, 0.062, 0.055, 0.120, 0.170, 0.058, 0.091, 0.086, 0.093, 0.095, 0.074, 0.070, 0.135, 0.139, 0.082, 0.110, 0.095, 0.108, 0.090, 0.082, 0.064, 0.095, 0.094, 0.085, 0.095, 0.090, 0.093, 0.068, 0.096, 0.096, 0.074, 0.069, 0.050, 0.141, 0.083, 0.084, 0.160, 0.103, 0.088, 0.092, 0.101, 0.085, 0.095, 0.095, 0.113, 0.099, 0.144, 0.148, 0.093, 0.144, 0.149, 0.087, 0.097, 0.134, 0.093, 0.115, 0.090, 0.029, 0.107, 0.064, 0.088], "charge": 1, "e_lumo_ev": -2.54}



3.
{"formula": "C29H60O7S", "method": "wB97M-V/def2-TZVPD", "symbols": ["S", "O", "O", "O", "O", "O", "O", "O", "C", "C", "C", "C", "C", "C", "C", "C", "C", "C", "C", "C", "C", "C", "C", "C", "C", "C", "C", "C", "C", "C", "C", "C", "C", "C", "C", "C", "C", "H", "H", "H", "H", "H", "H", "H", "H", "H", "H", "H", "H", "H", "H", "H", "H", "H", "H", "H", "H", "H", "H", "H", "H", "H", "H", "H", "H", "H", "H", "H", "H", "H", "H", "H", "H", "H", "H", "H", "H", "H", "H", "H", "H", "H", "H", "H", "H", "H", "H", "H", "H", "H", "H", "H", "H", "H", "H", "H", "H"], "positions_angstrom": [[-4.719, 1.936, 2.709], [-3.606, 3.021, 2.381], [-5.998, 2.517, 2.892], [-5.646, -2.108, -2.433], [-4.344, 1.143, 3.832], [-0.048, 5.092, -3.517], [-6.060, -3.658, -0.894], [6.231, -4.438, 3.997], [5.184, -2.926, 0.145], [-5.905, 1.056, 0.368], [-2.222, 1.065, 1.634], [-2.553, 1.605, -1.777], [-4.784, -3.984, -0.308], [-2.299, 2.370, 2.441], [7.743, -6.232, 4.738], [1.504, -0.314, -1.460], [7.422, -2.628, 5.162], [-5.944, 0.112, -0.838], [-4.691, 0.851, 1.268], [-0.216, 1.161, -2.749], [6.307, -3.660, 5.177], [4.741, -1.906, 1.232], [3.353, -1.343, 0.811], [-1.311, 5.100, -4.160], [-4.840, -5.343, 0.388], [3.062, -0.234, -1.466], [-1.137, 1.054, -1.527], [7.373, -5.211, 3.676], [-3.311, 0.932, 0.554], [-6.008, -2.361, -1.345], [-3.190, 2.102, -0.459], [0.718, 6.278, -3.627], [-6.460, -1.279, -0.392], [3.538, -0.038, -0.007], [0.895, 0.102, -2.825], [-1.232, 5.329, -5.660], [0.041, 7.504, -3.037], [6.899, -6.894, 4.941], [-6.816, 0.896, 0.945], [-2.522, 2.889, -0.111], [-4.033, -4.006, -1.099], [5.512, -1.138, 1.259], [-6.639, 0.490, -1.581], [2.973, 0.770, 0.461], [8.024, -5.758, 5.680], [1.180, 0.299, -0.624], [-4.138, 2.586, -0.692], [6.388, -4.308, 6.057], [3.504, -1.170, -1.808], [5.401, -2.349, -0.754], [-1.750, 4.119, -3.975], [-4.771, -0.148, 1.695], [-1.974, 5.833, -3.687], [-5.867, -5.644, 0.571], [8.588, -6.835, 4.405], [1.276, -1.368, -1.319], [4.714, -2.402, 2.202], [4.574, 0.299, -0.022], [2.766, -1.205, 1.719], [-4.954, -0.002, -1.270], [-0.704, 1.691, -0.751], [5.349, -3.146, 5.259], [-0.879, 7.755, -3.566], [-7.546, -1.225, -0.324], [1.644, 6.088, -3.083], [3.383, 0.600, -2.089], [0.173, 2.174, -2.839], [-0.216, 7.332, -1.991], [-2.366, 0.241, 2.336], [-2.226, 5.262, -6.105], [6.053, -3.477, 0.498], [-0.825, 6.312, -5.902], [-4.292, -5.247, 1.320], [-3.147, 0.806, -2.226], [-1.146, 0.042, -1.122], [1.709, 0.547, -3.401], [-1.595, 3.100, 2.054], [0.598, -0.787, -3.376], [1.002, 6.455, -4.670], [-2.452, 2.437, -2.476], [-0.589, 4.582, -6.127], [8.224, -4.558, 3.451], [-6.074, -1.447, 0.614], [-4.360, -6.112, -0.212], [4.351, -3.587, -0.078], [-5.959, 2.095, 0.048], [7.389, -2.023, 6.069], [-0.843, 1.020, -3.637], [-3.203, 0.010, -0.012], [-2.074, 2.213, 3.490], [0.706, 8.367, -3.097], [7.130, -5.732, 2.750], [7.321, -1.970, 4.297], [-4.519, -3.223, 0.432], [2.860, -2.077, 0.180], [8.408, -3.094, 5.109], [-1.209, 0.960, 1.256]], "lowdin_charge": [0.632, -0.208, -0.242, 0.171, -0.261, -0.169, -0.030, -0.169, -0.102, -0.189, -0.136, -0.177, -0.227, -0.176, -0.080, -0.196, -0.078, -0.158, -0.290, -0.195, -0.283, -0.244, -0.201, -0.280, -0.055, -0.199, -0.220, -0.285, -0.269, -0.504, -0.141, -0.282, -0.074, -0.211, -0.189, -0.076, -0.079, 0.082, 0.120, 0.112, 0.124, 0.092, 0.125, 0.098, 0.066, 0.093, 0.109, 0.107, 0.102, 0.065, 0.100, 0.127, 0.109, 0.080, 0.077, 0.103, 0.087, 0.098, 0.102, 0.088, 0.102, 0.117, 0.066, 0.136, 0.118, 0.102, 0.106, 0.081, 0.118, 0.078, 0.061, 0.066, 0.072, 0.110, 0.113, 0.095, 0.124, 0.106, 0.107, 0.096, 0.083, 0.107, 0.110, 0.072, 0.067, 0.112, 0.077, 0.109, 0.132, 0.120, 0.077, 0.117, 0.078, 0.112, 0.085, 0.066, 0.108], "charge": 0, "e_lumo_ev": 0.47, "smiles": "CCCCCCCCCCC[C@H]1CCOS(=O)(=O)[C@H]1CCCC(=O)OCC.CCOCC.CCOCC"}



no.,highest occupied orbital energy (eV),energy (a.u.),M (g/mol)
1,-8.478,-6537.4338,1157.594
2,-10.419,-2870.7551,733.304
3,-9.796,-2065.7511,552.859